C37H37IIrN6O2P | ωB97M-V/def2-TZVPD

```
85
Properties=species:S:1:pos:R:3:forces:R:3
Ir 0.18221 0.49826 -0.26831 1.272 -1.702 0.936
C 2.94221 -0.60114 -3.93921 0.013 0.128 -0.123
C 3.55001 -1.05634 -2.66251 -0.624 0.462 1.154
N 4.54351 -1.87894 -2.64401 0.271 -0.147 -1.495
C 5.10171 -2.34044 -1.53361 -0.209 0.181 1.563
C 4.64161 -1.96624 -0.28281 0.854 -0.518 -0.398
C 5.28441 -2.50754 0.97789 0.269 0.457 -0.503
O 4.32121 -2.98934 1.89549 -0.394 -0.243 0.444
C 3.56571 -1.05894 -0.20981 -0.747 0.481 -0.386
C 3.13331 -0.56094 1.06299 0.505 -0.505 -0.954
N 2.01011 0.01156 1.32079 -1.887 0.055 -1.467
C 1.68931 0.34856 2.63459 -0.405 0.439 0.855
C 2.07221 -0.46104 3.71079 0.009 0.180 -0.280
C 1.65101 -0.18674 4.99549 0.032 0.187 -0.016
C 0.83191 0.90106 5.24909 0.025 0.035 -0.019
C 0.46411 1.74006 4.21109 -0.126 0.169 -0.098
C 0.88711 1.45386 2.92799 0.161 0.054 -0.154
I 0.36221 2.79676 1.35609 0.263 -1.725 -0.379
C 2.96431 -0.57094 -1.41461 1.551 -1.672 0.534
O 2.02421 0.25946 -1.46201 -2.295 2.362 -0.970
H 3.59761 -0.82474 -4.77401 0.037 -0.056 -0.032
H 2.73971 0.46736 -3.89421 -0.008 0.068 -0.080
H 1.98751 -1.10614 -4.08411 -0.094 -0.026 -0.109
H 5.94271 -3.00524 -1.66761 0.022 -0.168 0.143
H 5.82721 -1.69114 1.47449 -0.011 -0.209 0.012
H 6.01321 -3.27754 0.71829 -0.008 0.087 0.016
H 4.26611 -3.94814 1.83909 0.058 0.051 -0.062
H 3.85751 -0.68184 1.86819 -0.251 0.184 0.124
H 2.67521 -1.33314 3.51169 0.077 -0.127 -0.008
H 1.96541 -0.82624 5.80169 0.019 -0.151 0.143
H 0.48091 1.10556 6.24669 -0.010 0.051 0.146
H -0.14399 2.61316 4.39359 -0.069 0.030 0.096
N -1.02639 -2.51844 0.20169 0.544 0.212 0.007
P -0.98839 -1.13524 1.19339 -1.695 0.805 -0.433
C -2.73779 -0.68914 1.41119 0.491 0.140 -0.042
C -3.66639 -1.65894 1.78279 -0.012 0.094 0.024
C -4.98849 -1.29864 1.96319 -0.017 -0.159 -0.037
C -5.39229 0.01066 1.74349 0.053 0.074 0.004
C -4.47189 0.96916 1.35239 -0.118 0.021 0.022
C -3.14149 0.62356 1.19679 0.139 -0.087 0.060
C -0.56309 -1.98214 2.73829 0.477 0.437 -0.153
C 0.46131 -2.92954 2.71519 -0.055 -0.021 -0.142
C 0.74231 -3.66574 3.85049 0.048 -0.046 -0.013
C 0.02311 -3.44464 5.01659 -0.032 0.014 -0.068
C -0.96539 -2.47304 5.05109 0.030 -0.013 0.079
C -1.25219 -1.72744 3.92109 -0.085 0.112 -0.164
C -0.89449 -2.44494 -1.15831 -0.003 -0.430 -0.248
C -0.93089 -3.59074 -1.96461 -0.120 0.272 0.004
C -0.82659 -3.43954 -3.33021 0.033 0.191 0.197
C -0.72249 -2.15834 -3.86911 -0.100 0.128 0.210
C -0.66019 -1.08824 -3.00271 0.040 0.081 -0.726
N -0.71539 -1.23004 -1.68031 1.259 0.843 1.401
H -1.20989 -3.43064 0.60309 0.101 0.230 0.023
H -3.35909 -2.68504 1.93859 -0.012 -0.039 0.060
H -5.70499 -2.04294 2.27359 -0.101 -0.062 -0.002
H -6.42589 0.28456 1.88189 -0.128 0.015 0.006
H -4.78959 1.98376 1.17209 -0.051 0.125 0.023
H -2.40789 1.37176 0.92139 -0.029 -0.013 -0.075
H 1.02291 -3.09094 1.80229 0.075 -0.060 0.026
H 1.51771 -4.41594 3.82719 0.078 -0.062 0.000
H 0.22931 -4.03644 5.89509 0.025 -0.038 0.093
H -1.52219 -2.30474 5.95999 -0.054 0.042 0.076
H -2.03019 -0.97734 3.94779 -0.033 0.022 0.031
H -1.04069 -4.56574 -1.51451 -0.016 -0.039 0.060
H -0.82289 -4.30524 -3.97341 -0.049 -0.096 -0.057
H -0.68239 -2.00314 -4.93441 0.036 0.078 -0.069
H -0.57589 -0.07244 -3.35691 0.186 0.005 -0.055
N -0.91179 1.75856 -1.71841 0.836 -1.024 1.163
C -1.19869 2.65866 -2.39401 0.165 -0.790 0.527
N -1.53559 3.61786 -3.16761 -0.092 0.091 -0.141
C -2.90389 4.11326 -3.23891 -0.803 0.451 0.184
C -2.91599 5.62486 -3.02071 -0.037 -0.119 -0.252
C -1.98939 6.30216 -4.02631 0.110 0.052 0.288
C -0.57679 5.74016 -3.89581 -0.119 -0.115 -0.214
C -0.59189 4.22626 -4.09641 0.699 0.504 -0.404
H -3.51289 3.59956 -2.49201 0.083 -0.038 -0.122
H -3.29559 3.88656 -4.23771 0.024 -0.090 0.126
H -2.59819 5.85536 -2.00181 -0.014 -0.012 0.050
H -3.93549 5.98706 -3.14471 -0.062 -0.018 0.063
H -1.97549 7.37666 -3.85131 -0.034 0.034 -0.075
H -2.36109 6.13486 -5.03971 -0.020 0.039 -0.050
H -0.16619 5.97846 -2.91261 0.040 -0.007 0.031
H 0.07551 6.18396 -4.64651 0.089 -0.015 0.006
H 0.40001 3.79956 -3.93351 -0.134 -0.056 -0.044
H -0.91929 3.99476 -5.11711 0.063 -0.077 0.112
```
Positions in Å, forces in eV/Å.

- 2S+1 = 1
- HOMO (spin up / spin down) (eV) = -12.2512 / -12.2347
- E (eV) = -72219.0973
- energy relative to the best compared isomer or geometry (same formula, charge and spin) (kcal per mole) = 114.3
- Kohn-Sham gap (spin up / spin down) (eV) = 5.184 / 5.080
- net charge = +2

Mulliken atomic charge list, values in e, 8 entries: 2.815, -1.047, 0.818, -0.612, -1.140, 0.830, -1.087, -0.404